1.
The following is a quantum chemistry calculation of a structure of composition C49H37BCrF4NO14 in a non-equilibrium geometry, from OMol25.

Its gap between HOMO and LUMO (alpha / beta) is 6.089 / 7.904 eV. The value obtained for the HOMO energy (alpha / beta) is -9.49 / -9.52 eV. Its spin multiplicity is 4.

Structure (XYZ):
```
107
Properties=species:S:1:pos:R:3:forces:R:3
Cr 3.92904 -1.07434 -1.39665 -4.13 0.66 1.43
N 1.84144 -3.39472 -2.56507 1.16 -4.02 -1.65
O 2.51922 -2.35421 -2.22692 0.65 1.97 0.55
O 0.66466 -3.37694 -2.87925 0.22 1.72 0.86
O 2.48497 -4.46540 -2.69041 -0.27 1.53 0.77
C 1.82633 -1.13625 0.98864 2.57 -2.22 -1.21
O 2.03732 -2.50382 0.57236 -1.85 0.27 0.53
O 2.56217 -0.46447 0.03094 0.22 1.10 -1.23
C 0.33670 -0.71991 1.19384 1.31 0.42 0.76
F 0.27169 0.62816 1.32683 -0.29 -0.51 -0.85
F -0.47724 -1.20388 0.27464 -0.19 0.61 -0.41
F -0.09531 -1.18415 2.37734 -0.03 -0.30 0.23
C 1.13095 -3.47755 1.10807 0.58 -1.65 -0.26
C 1.81088 -4.82062 0.81240 -0.03 0.07 0.21
H 1.90408 -4.97592 -0.26288 0.27 0.23 0.00
H 2.78976 -4.82691 1.29184 0.10 -0.14 -0.18
H 1.26927 -5.70513 1.15067 -0.24 0.26 0.33
H 0.15994 -3.53043 0.61283 -0.02 0.68 -0.14
H 0.96563 -3.32416 2.17518 0.15 0.00 0.06
H 2.38153 -1.10731 1.93296 -0.67 0.68 0.51
B 5.54576 0.11042 -0.74027 2.20 -0.25 0.25
H 6.11880 -0.76525 -1.23283 0.78 -1.57 -0.97
H 4.89893 -0.28256 0.09366 -1.70 -1.20 1.98
H 6.23173 0.94595 -0.38656 0.72 1.02 0.43
H 4.83627 0.45510 -1.54667 -2.23 1.13 -2.23
C 2.60754 -10.56097 1.48899 -1.11 0.72 1.62
C 2.74292 -9.37739 2.46899 1.01 -1.96 -1.15
O 2.59903 -8.29781 1.60124 -0.41 0.88 1.00
C 2.86468 -8.68288 0.32485 0.90 -0.34 -1.25
O 2.98205 -8.00392 -0.63985 -0.37 0.42 0.83
O 3.06345 -10.01607 0.28020 -0.02 -0.54 0.07
F 4.04316 -9.46335 2.92679 0.34 0.77 0.23
H 1.53239 -10.75525 1.42394 0.13 -0.59 -0.20
H 3.18463 -11.37489 1.91621 0.06 -0.25 -0.69
H 2.14372 -9.46785 3.37414 -0.54 0.89 -0.44
C -8.24900 0.45563 8.80226 1.74 1.29 -0.27
C -8.45888 -0.44886 7.77045 -0.61 -0.61 0.68
C -7.58627 -0.59378 6.71320 0.50 0.12 0.53
C -6.45048 0.20696 6.69961 0.40 -0.02 -0.62
C -6.19467 1.12061 7.71763 -0.01 0.09 0.56
C -7.05742 1.23663 8.81564 -1.81 -0.76 -0.88
C -4.97785 1.96525 7.64873 0.64 0.80 0.46
O -4.78848 2.86902 8.44395 -0.21 -0.27 -0.15
C -3.93596 1.67149 6.61677 -0.22 -0.90 -0.65
C -2.69330 2.28721 6.65076 -0.44 0.58 0.06
C -1.70277 1.97051 5.73396 -0.19 0.26 0.17
C -1.93487 1.02666 4.74469 -0.23 -0.29 0.75
C -3.15634 0.34729 4.74319 0.15 0.68 -0.83
C -4.17847 0.69792 5.62590 1.14 0.33 0.36
C -5.45701 -0.00318 5.57302 -1.37 -1.01 0.30
O -5.74184 -0.82464 4.71968 0.45 0.42 -0.08
H -8.98087 0.66012 9.57001 -0.06 -0.43 0.11
H -9.28277 -1.14210 7.89395 -0.22 0.15 -0.35
H -7.69802 -1.37216 5.97384 -0.12 0.13 -0.14
H -6.95113 1.96111 9.60817 0.50 0.07 -0.10
H -2.57897 3.11035 7.34401 0.24 -0.19 0.22
H -0.76177 2.49963 5.80235 0.06 -0.04 -0.15
H -1.13453 0.81087 4.05124 -0.20 -0.20 -0.20
H -3.35540 -0.35430 3.94468 -0.12 -0.22 0.18
C 4.20768 3.02650 -5.76496 0.29 -0.66 0.19
C 3.34250 3.37500 -6.77792 -0.49 1.02 0.09
C 2.03619 2.90980 -6.80628 0.04 0.18 -1.09
C 1.55768 2.02467 -5.87429 0.47 -0.47 -0.13
C 2.44699 1.63884 -4.85644 0.04 -0.06 0.35
C 3.76388 2.14948 -4.79377 -1.19 -0.73 0.01
C 1.94683 0.76389 -3.75174 -0.29 1.10 -0.21
O 2.72001 0.36611 -2.89053 0.49 -0.72 0.34
C 0.46494 0.59823 -3.66408 0.02 -0.12 -0.03
C -0.06842 -0.01454 -2.53866 0.49 0.34 0.59
C -1.43592 -0.19183 -2.39470 0.09 0.82 -0.17
C -2.26791 0.28833 -3.38588 -0.12 -0.22 -0.20
C -1.77398 0.86711 -4.56408 0.16 -0.86 0.86
C -0.39445 1.04926 -4.68599 -0.87 -1.06 -0.46
C 0.13344 1.52077 -5.98720 0.75 1.06 1.08
O -0.53875 1.65038 -6.97883 0.11 -0.13 -0.21
H 5.23344 3.36990 -5.75699 -0.06 0.22 0.07
H 3.61153 4.17994 -7.44964 0.18 -0.29 -0.31
H 1.38880 3.20719 -7.62402 -0.06 0.06 0.12
H 4.35313 1.84058 -3.94200 0.21 0.05 -0.11
H 0.63155 -0.21520 -1.73706 -0.06 -0.45 -0.04
H -1.91086 -0.57127 -1.50304 0.36 -0.25 0.08
H -3.32337 0.14298 -3.18558 -0.12 0.20 -0.51
H -2.47399 1.03405 -5.36939 0.29 0.47 -0.17
C -2.86334 3.76877 -4.03202 -0.26 -0.48 0.55
C -2.19946 4.31579 -5.09293 0.95 0.27 -0.37
C -0.83853 4.66123 -4.97690 -1.18 0.34 -0.62
C -0.17059 4.49100 -3.78394 -0.65 -0.26 0.71
C -0.88424 3.94090 -2.68468 0.42 0.34 0.05
C -2.22401 3.61093 -2.80676 0.04 0.06 -0.16
C -0.16520 3.66188 -1.39386 -0.07 -0.46 -0.50
O -0.76635 3.33647 -0.39471 0.07 0.16 0.00
C 1.33829 3.65500 -1.46415 -1.11 0.77 0.25
C 2.01057 3.09365 -0.40507 0.83 -0.70 0.13
C 3.40930 3.01958 -0.38953 -0.51 -0.05 -0.51
C 4.11455 3.63261 -1.42434 -1.25 0.13 -0.34
C 3.37410 4.19846 -2.48309 1.76 0.39 -0.15
C 2.00484 4.26287 -2.53945 -0.14 -0.93 1.69
C 1.26073 4.86181 -3.64556 0.72 -0.29 -1.58
O 1.85491 5.48236 -4.51405 -0.49 0.05 0.35
H -3.85601 3.35227 -4.14914 -0.17 0.37 0.00
H -2.71200 4.47670 -6.03190 0.09 -0.10 -0.07
H -0.39664 5.09767 -5.86231 0.50 0.01 0.23
H -2.79354 3.21006 -1.97918 0.32 -0.08 0.17
H 1.45842 2.60706 0.38679 -0.15 0.09 -0.06
H 3.84195 2.36582 0.35566 0.41 0.42 0.18
H 5.19016 3.71752 -1.47677 0.07 -0.37 0.13
H 3.96019 4.56582 -3.31692 -0.21 0.33 -0.01
```
Forces are in eV/Å.

2.
The following is a quantum chemistry calculation of a structure of composition C18H18Cl3IrN2O7S3Se, from OMol25.

Its gap between HOMO and LUMO (alpha / beta) is 6.824 / 6.705 eV. The value obtained for the HOMO energy (alpha / beta) is -4.90 / -4.78 eV. Its spin multiplicity is 2. Its total charge is -1. The calculation puts the relative energy (zero: lowest compared OMol25 entry of this formula, charge and spin) at 73.2 kcal per mole.

Structure (XYZ):
```
53
Properties=species:S:1:pos:R:3:forces:R:3
Ir 0.11407 0.31338 0.25100 0.22 0.30 0.61
C -2.70142 2.40177 1.26179 -0.06 0.02 -0.08
C -3.01541 1.01935 0.78911 0.08 0.06 0.01
N -2.18393 0.09955 0.37972 -0.08 0.17 -0.16
C -2.81854 -1.11559 0.22521 0.13 -0.02 0.06
C -4.15585 -1.10036 0.42184 0.00 0.03 -0.03
S -4.64175 0.46573 0.88874 -0.02 -0.03 0.09
C -1.98842 -2.28992 0.00303 -0.05 0.09 -0.10
C -2.41537 -3.56486 -0.17636 -0.03 0.04 0.01
S -1.06444 -4.58510 -0.36825 0.00 -0.06 -0.04
C -0.00934 -3.23486 -0.22075 0.18 -0.07 0.08
N -0.62868 -2.11226 -0.01794 -0.01 0.31 0.05
C 1.46448 -3.44040 -0.30924 -0.06 -0.06 0.01
H -1.62924 2.54911 1.27538 -0.01 0.04 -0.03
H -3.03183 2.49269 2.29747 0.00 -0.02 0.02
H -3.22071 3.15535 0.66414 0.02 -0.01 -0.03
H -4.83806 -1.93220 0.40148 0.00 0.00 -0.02
H -3.42567 -3.93559 -0.17677 0.00 0.00 -0.01
H 1.69367 -4.49705 -0.44366 -0.01 0.00 -0.01
H 1.94035 -3.08576 0.60283 -0.03 -0.05 -0.03
H 1.87587 -2.88487 -1.15149 -0.02 -0.01 0.02
Cl 6.76572 -1.20194 -2.27029 -0.04 0.00 0.02
C 5.06084 -0.90379 -2.02997 -0.03 0.01 0.02
C 4.53384 -0.89215 -0.75126 0.08 0.00 0.01
C 3.18604 -0.65534 -0.54288 0.02 -0.02 0.03
Cl 2.63792 -0.72940 1.11357 0.07 0.15 -0.25
C 2.29244 -0.41083 -1.62280 -0.10 0.09 0.03
O 1.00845 -0.19628 -1.55906 0.14 -0.47 0.13
C 2.90358 -0.43693 -2.89701 0.05 0.03 -0.08
Cl 1.88340 -0.13575 -4.28282 0.04 -0.02 0.00
C 4.24480 -0.67816 -3.12115 -0.04 0.01 0.05
H 5.17036 -1.06980 0.10431 0.01 -0.01 -0.01
H 4.63917 -0.68081 -4.12700 -0.01 0.00 0.00
O -1.68456 -1.16028 2.83647 -0.19 0.01 -0.21
Se -0.60006 -0.06560 3.36320 0.35 0.18 -0.05
O 0.84387 -0.76344 3.62419 0.02 0.07 0.02
O -0.34242 1.08713 2.07870 -0.10 -0.77 0.02
O -1.17249 0.85477 4.56452 0.02 0.03 0.02
O 1.47596 1.78675 0.23181 -0.33 -0.03 0.06
O 1.26781 2.61060 -0.98613 -0.04 -0.17 0.05
S -0.32256 2.69626 -1.14041 -0.07 0.10 -0.29
C -0.25454 4.27758 -2.09808 -0.01 -0.05 0.05
C -1.03865 4.03606 -3.37962 0.00 0.00 -0.02
C -0.65410 2.62755 -3.82212 0.04 0.01 0.03
C -0.80831 1.73660 -2.60028 -0.11 0.11 0.04
H 0.79819 4.47387 -2.29646 0.00 0.00 -0.01
H -0.65578 5.06078 -1.45808 0.02 0.01 -0.01
H -0.80165 4.78992 -4.13179 0.00 0.01 0.02
H -2.11352 4.09045 -3.18498 0.00 -0.01 0.00
H 0.39004 2.60921 -4.14433 -0.02 0.01 -0.01
H -1.26136 2.26265 -4.65091 -0.02 0.00 0.01
H -0.18814 0.84091 -2.58964 -0.01 0.01 -0.08
H -1.84678 1.45882 -2.39565 0.00 0.01 0.01
```
Forces are in eV/Å.

3.
The following is a quantum chemistry calculation of a cluster of 2 separate species, C4H13N4O in total in a non-equilibrium geometry, from OMol25.

Its gap between HOMO and LUMO is 10.613 eV. The value obtained for the HOMO energy is -13.28 eV. Its total charge is +1. The calculation puts the relative energy (zero: lowest compared OMol25 entry of this formula, charge and spin) at 60.7 kcal per mole.

Structure (XYZ):
```
22
Properties=species:S:1:pos:R:3:forces:R:3
C -0.44628 -1.63271 -1.47330 2.38 -1.54 1.54
C 1.95971 -1.49120 -0.44870 -0.13 0.79 -0.72
N 1.86482 -0.13304 -0.65689 2.08 -0.01 0.70
N 0.83024 -2.22309 -0.66500 -0.17 4.00 -1.23
N 3.21897 -2.13068 -0.11027 -7.22 -2.78 -2.83
H 0.93513 0.42387 -0.82514 2.31 -1.46 0.89
H 2.80741 0.41320 -0.49268 -3.00 -1.29 -0.52
H 0.88010 -3.19385 -0.74190 0.30 -1.65 0.06
H 2.98764 -3.09741 0.25555 1.01 1.71 -0.45
H 3.80691 -1.60781 0.38589 2.95 2.43 2.62
H -1.21933 -2.04169 -0.89106 -1.29 -0.10 0.60
H -0.46552 -2.08746 -2.43152 0.30 -0.42 -0.87
H -0.52927 -0.57048 -1.57194 0.36 0.42 0.42
C -2.27881 1.48509 1.83180 -2.98 -1.76 0.14
C -1.38906 1.88252 0.71615 -1.21 5.68 -0.28
O -0.55717 1.26256 0.15240 2.42 -3.33 -1.13
N -1.55088 3.21306 0.31981 2.15 -0.59 -1.33
H -3.42928 1.94019 1.73222 3.25 -1.21 0.19
H -1.89737 1.71895 2.85927 -0.17 -0.17 -1.11
H -0.95253 3.81548 -0.31383 -0.76 -1.94 1.03
H -2.25976 3.71151 0.71204 -2.24 1.56 1.37
H -2.31567 0.34300 1.65710 -0.36 1.68 0.92
```
Forces are in eV/Å.

4.
The following is a quantum chemistry calculation of a structure of composition C2ClLi2O6 in a non-equilibrium geometry, from OMol25.

Its gap between HOMO and LUMO (alpha / beta) is 4.288 / 4.264 eV. The value obtained for the HOMO energy (alpha / beta) is 0.37 / 0.40 eV. Its spin multiplicity is 2. Its total charge is -2.

Structure (XYZ):
```
11
Properties=species:S:1:pos:R:3:forces:R:3
Li 1.18488 -1.78505 -1.81997 0.09 1.71 0.62
Li -0.56653 -0.82652 0.41152 0.42 0.45 -1.02
Cl -0.47188 -2.95005 -0.78472 0.00 -0.47 0.06
C -1.66847 0.81212 1.76968 0.04 -0.25 -0.51
O -2.09417 1.59597 2.59158 -1.69 3.65 2.68
O -1.48624 1.13435 0.60471 0.07 1.07 -2.58
O -1.44626 -0.32333 2.15717 1.16 -4.38 0.81
C 1.62079 0.60487 -1.20054 1.45 2.24 -0.30
O 2.58713 -0.08543 -1.57988 3.54 -3.80 -1.48
O 1.83021 1.79316 -0.91110 -0.69 1.95 0.93
O 0.51052 0.02990 -1.23846 -4.39 -2.17 0.79
```
Forces are in eV/Å.